# 1
DFT (wB97M-V/def2-TZVPD) results for an isolated ion of composition C18H30NO and charge +1.

XYZ file:
```
50
C18H30NO, DFT wB97M-V/def2-TZVPD
C 4.434 0.027 -3.154
C 4.660 -0.429 -1.711
C 5.200 -1.860 -1.671
C 3.390 -0.316 -0.909
C 3.326 0.522 0.198
C 2.169 0.635 0.948
C 1.052 -0.100 0.588
O -0.139 0.038 1.318
C -0.221 -0.772 2.492
C -1.505 -0.408 3.233
C -2.777 -1.121 2.751
C -2.987 -1.191 1.235
N -2.681 0.068 0.522
C -2.728 -0.096 -0.948
C -2.158 1.144 -1.624
C -2.955 2.379 -1.217
C -2.980 2.493 0.304
C -3.525 1.212 0.924
C 1.094 -0.945 -0.510
C 2.256 -1.045 -1.251
H 5.373 0.003 -3.701
H 3.726 -0.623 -3.663
H 4.048 1.044 -3.177
H 5.408 0.231 -1.259
H 4.511 -2.552 -2.149
H 5.353 -2.181 -0.643
H 6.151 -1.912 -2.193
H 4.194 1.098 0.483
H 2.127 1.291 1.804
H -0.197 -1.835 2.220
H 0.647 -0.565 3.126
H -1.620 0.676 3.174
H -1.375 -0.656 4.287
H -2.757 -2.154 3.104
H -3.634 -0.645 3.229
H -4.020 -1.477 1.024
H -2.331 -1.958 0.818
H -1.675 0.279 0.767
H -2.146 -0.978 -1.224
H -3.766 -0.258 -1.249
H -2.193 1.008 -2.704
H -1.110 1.265 -1.337
H -2.506 3.271 -1.650
H -3.975 2.302 -1.598
H -3.605 3.331 0.611
H -1.970 2.675 0.677
H -3.533 1.292 2.010
H -4.547 1.024 0.581
H 0.224 -1.526 -0.784
H 2.276 -1.705 -2.104
```

Values from the calculation:
Highest occupied orbital energy, eV: -11.73
Total charge: +1
Structure (SMILES): CC(C)c1ccc(OCCCC[NH+]2CCCCC2)cc1
Relative energy (zero: lowest compared OMol25 entry of this formula, charge and spin), kcal/mol: 0.00

---

# 2
DFT (wB97M-V/def2-TZVPD) results for C18H30NO4P2Tc as an isolated structure.

XYZ file:
```
56
C18H30NO4P2Tc, DFT wB97M-V/def2-TZVPD
C -3.767 -0.945 -2.348
C -2.652 -0.927 -1.509
N -1.948 0.209 -1.282
C -2.376 1.365 -1.882
C -3.493 1.395 -2.729
C -4.172 0.213 -3.009
C -2.309 -2.212 -0.795
P -0.903 -1.961 0.359
Tc -0.234 0.189 0.202
P 0.017 2.182 -0.838
C -1.606 2.646 -1.607
O -0.301 -3.683 -4.230
O 0.713 -0.324 -3.460
H -4.282 -1.895 -2.419
H -3.795 2.377 -3.125
H -5.015 0.211 -3.700
C -1.920 -2.373 1.828
C 0.090 -3.455 0.102
H -1.464 3.170 -2.564
H -2.217 3.298 -0.962
H -2.072 -3.068 -1.434
H -3.136 -2.563 -0.135
C 0.297 3.462 0.414
C 1.074 2.659 -2.222
H 0.375 -1.269 -3.337
H 1.629 -0.475 -3.745
H -0.118 -2.781 -4.473
H -1.241 -3.805 -4.525
H -1.124 1.122 1.212
H 1.095 0.333 -0.763
H -2.100 -3.455 1.767
H -1.417 -2.071 2.751
H -2.868 -1.825 1.733
H -0.522 -4.302 0.438
H 0.318 -3.551 -0.969
H 1.018 -3.405 0.690
H 0.850 3.684 -2.551
H 2.104 2.583 -1.863
H 0.921 1.931 -3.027
H 0.429 4.458 -0.025
H -0.531 3.467 1.134
H 1.214 3.167 0.941
O 0.200 -0.349 3.356
C 1.223 -0.253 2.674
O 1.266 -0.472 1.362
C 2.525 0.179 3.323
C 3.586 0.690 2.562
C 4.778 1.066 3.188
C 4.895 0.954 4.578
C 3.812 0.517 5.351
C 2.615 0.163 4.724
H 3.441 0.769 1.483
H 5.604 1.427 2.569
H 5.844 1.218 5.047
H 3.908 0.445 6.437
H 1.746 -0.132 5.305
```

Values from the calculation:
Highest occupied orbital energy (spin up / spin down), eV: -10.83 / -11.32
Total charge: +1
⟨S²⟩: 3.764
2S+1: 4

---

# 3
DFT (wB97M-V/def2-TZVPD) results for a 7-piece molecular cluster, C18H31BCl18NO4 overall.

XYZ file:
```
73
C18H31BCl18NO4, DFT wB97M-V/def2-TZVPD
C 5.193 -1.777 1.703
C 4.539 -1.969 0.360
O 3.484 -1.046 0.114
C 2.221 -1.470 0.616
C 1.162 -0.435 0.229
B 1.914 0.725 -0.592
O 1.920 0.703 -1.962
O 2.528 1.787 0.009
C 0.479 0.177 1.481
C -1.009 0.442 1.333
C -1.530 0.923 2.688
C -1.328 1.557 0.340
N -1.747 -0.808 0.973
O -2.241 -1.445 1.972
C -1.098 -1.697 -0.046
C -2.141 -1.949 -1.163
C -0.713 -3.034 0.574
C 0.097 -1.033 -0.715
H 5.948 -2.551 1.822
H 4.495 -1.892 2.526
H 5.703 -0.822 1.765
H 4.161 -2.986 0.257
H 5.276 -1.803 -0.419
H 2.288 -1.536 1.705
H 1.974 -2.469 0.256
H 1.728 1.571 -2.341
H 2.772 1.520 0.906
H 0.614 -0.450 2.359
H 0.934 1.134 1.722
H -2.610 1.003 2.679
H -1.133 1.921 2.851
H -1.191 0.298 3.503
H -1.053 2.523 0.737
H -0.872 1.385 -0.630
H -2.397 1.523 0.175
H -2.767 -1.065 -1.211
H -1.651 -2.059 -2.125
H -2.778 -2.798 -0.948
H -0.126 -3.567 -0.167
H -0.137 -2.914 1.486
H -1.600 -3.616 0.763
H 0.562 -1.806 -1.318
H -0.250 -0.287 -1.420
C -4.265 -6.945 -0.041
Cl -5.540 -5.950 -0.738
Cl -2.836 -6.945 -1.077
Cl -3.870 -6.412 1.592
H -4.629 -7.961 0.018
C 6.381 2.340 0.882
Cl 7.771 1.604 1.687
Cl 4.942 2.212 1.888
Cl 6.719 4.018 0.471
H 6.196 1.796 -0.035
C -6.070 -2.358 -2.919
Cl -5.538 -1.688 -1.377
Cl -4.702 -2.933 -3.871
Cl -7.275 -3.631 -2.703
H -6.549 -1.559 -3.468
C 11.091 3.409 0.946
Cl 12.383 3.751 2.096
Cl 10.747 4.820 -0.053
Cl 11.491 2.013 -0.055
H 10.196 3.172 1.505
C -4.929 3.758 -0.193
Cl -3.673 4.026 1.013
Cl -5.146 5.191 -1.201
Cl -4.566 2.348 -1.191
H -5.859 3.571 0.327
C -8.311 5.680 -3.249
Cl -8.838 7.247 -2.637
Cl -9.151 4.367 -2.425
Cl -8.538 5.576 -4.994
H -7.255 5.578 -3.042
```

Values from the calculation:
Highest occupied orbital energy (spin up / spin down), eV: -8.10 / -9.25
Total charge: 0
⟨S²⟩: 0.754
2S+1: 2

---

# 4
DFT (wB97M-V/def2-TZVPD) results for C18H31BLiNO4S as an isolated structure.

XYZ file:
```
57
C18H31BLiNO4S, DFT wB97M-V/def2-TZVPD
Li 0.298 0.686 0.639
O 1.323 2.313 1.781
C 0.875 3.582 1.299
C 1.791 4.000 0.169
C 1.878 2.983 -0.976
C 0.565 2.722 -1.662
C 0.214 3.385 -2.834
C -0.988 3.090 -3.450
C -1.809 2.127 -2.887
C -1.392 1.517 -1.717
N -0.246 1.817 -1.102
H 0.672 1.997 2.425
H 0.914 4.328 2.098
H -0.163 3.500 0.961
H 2.799 4.151 0.564
H 1.446 4.967 -0.211
H 2.262 2.036 -0.591
H 2.596 3.343 -1.715
H 0.894 4.112 -3.259
H -1.272 3.589 -4.367
H -2.744 1.839 -3.347
H -1.986 0.733 -1.261
C 3.259 -4.009 0.012
C 2.481 -2.888 -0.654
C 3.342 -2.238 -1.731
O 2.201 -1.876 0.331
B 0.928 -1.301 0.104
O 0.294 -2.096 -0.887
C 1.065 -3.283 -1.152
C 0.435 -4.415 -0.350
C 0.982 -3.595 -2.636
H 4.227 -3.632 0.344
H 3.437 -4.833 -0.685
H 2.733 -4.395 0.883
H 4.241 -1.837 -1.262
H 2.809 -1.411 -2.203
H 3.643 -2.950 -2.504
H 0.460 -4.189 0.717
H 0.936 -5.371 -0.520
H -0.608 -4.513 -0.653
H 1.250 -2.728 -3.238
H -0.039 -3.883 -2.892
H 1.645 -4.424 -2.902
O -1.218 1.264 1.986
S -2.350 0.304 1.647
C -3.859 1.290 1.889
C -4.497 0.901 3.230
C -3.390 0.282 4.082
C -2.659 -0.656 3.132
H -4.514 1.151 1.031
H -3.477 2.311 1.877
H -5.282 0.161 3.061
H -4.962 1.762 3.709
H -3.777 -0.242 4.955
H -2.699 1.052 4.432
H -3.278 -1.506 2.834
H -1.687 -1.022 3.461
```

Values from the calculation:
Highest occupied orbital energy, eV: -5.80
Total charge: 0
Relative energy (zero: lowest compared OMol25 entry of this formula, charge and spin), kcal/mol: 3.83

---

# 5
DFT (wB97M-V/def2-TZVPD) results for a 4-piece molecular cluster, C18H31BrF9O10P2S overall.

XYZ file:
```
72
C18H31BrF9O10P2S, DFT wB97M-V/def2-TZVPD
O 3.314 -3.268 0.519
C 4.517 -3.603 0.047
Br 5.949 -4.101 1.407
C 4.966 -3.701 -1.526
P 3.769 -2.887 -2.769
C 2.512 -4.322 -2.547
C 0.974 -3.943 -3.032
C 0.381 -2.677 -2.130
S -1.394 -2.968 -1.550
C 4.954 -1.411 -3.135
P 4.001 0.284 -3.009
O 5.030 1.422 -3.455
O 2.633 0.372 -4.097
O 3.560 0.587 -1.319
H 6.079 -3.338 -1.595
H 4.987 -4.864 -1.793
H 3.136 -2.051 -1.782
H 2.866 -2.311 -3.767
H 4.393 -3.604 -3.881
H 2.478 -4.770 -1.460
H 2.901 -5.201 -3.255
H 0.260 -4.884 -2.861
H 0.924 -3.734 -4.200
H 0.483 -1.713 -2.803
H 1.048 -2.625 -1.144
H -1.773 -4.270 -1.934
H 5.840 -1.311 -2.365
H 5.472 -1.539 -4.202
H 1.801 0.414 -3.525
H 4.433 0.880 -0.908
C -5.328 2.531 -2.869
C -5.197 2.333 -1.370
O -5.721 1.054 -0.981
C -4.888 -0.020 -1.165
O -3.756 0.064 -1.635
C -5.550 -1.305 -0.669
F -6.846 -1.424 -1.080
F -5.576 -1.376 0.693
F -4.914 -2.432 -1.098
H -6.366 2.388 -3.186
H -5.003 3.534 -3.156
H -4.724 1.802 -3.417
H -5.790 3.091 -0.848
H -4.160 2.448 -1.034
C 5.226 2.617 4.737
C 4.875 1.497 3.775
O 5.661 1.594 2.578
C 6.934 1.091 2.650
O 7.413 0.583 3.661
C 7.639 1.216 1.300
F 7.469 2.442 0.727
F 7.177 0.306 0.394
F 8.986 1.022 1.382
H 5.127 3.591 4.247
H 4.574 2.592 5.614
H 6.264 2.536 5.075
H 3.825 1.590 3.475
H 4.991 0.511 4.240
C -7.241 0.755 3.671
C -7.752 1.637 2.547
O -8.027 2.961 3.030
C -6.945 3.796 3.151
O -5.793 3.466 2.879
C -7.384 5.180 3.627
F -8.269 5.125 4.664
F -8.001 5.889 2.639
F -6.345 5.950 4.057
H -7.942 0.759 4.512
H -7.107 -0.274 3.325
H -6.283 1.118 4.054
H -8.697 1.235 2.168
H -7.053 1.666 1.704
```

Values from the calculation:
Highest occupied orbital energy, eV: -4.61
Total charge: -1

---

# 6
DFT (wB97M-V/def2-TZVPD) results for C18H31ClCoNO2P2 as an isolated structure.

XYZ file:
```
56
C18H31ClCoNO2P2, DFT wB97M-V/def2-TZVPD
C -0.717 0.934 -4.360
C -0.788 0.459 -2.996
N 0.047 0.959 -2.028
C 0.771 2.051 -2.299
C 0.791 2.622 -3.593
C 0.049 2.053 -4.630
C -1.679 -0.605 -2.581
P -1.874 -0.688 -0.757
Co 0.040 -0.124 0.009
P 1.721 1.372 0.192
C 1.552 2.618 -1.148
O -0.572 -3.020 -3.341
O 0.250 -3.355 -1.017
H -1.325 0.425 -5.101
H 1.394 3.540 -3.734
H 0.067 2.481 -5.632
C -3.185 0.522 -0.486
C -2.606 -2.292 -0.420
H 2.547 2.944 -1.467
H 1.031 3.484 -0.717
H -1.024 -2.132 -3.077
H -2.597 -0.767 -3.218
C 2.135 2.226 1.678
C 3.185 0.410 -0.310
H 0.621 -2.100 -0.662
H 0.978 -3.925 -0.794
H 0.004 -3.349 -2.001
H 0.016 -2.871 -4.063
H 0.175 1.326 0.675
H 1.000 -1.184 -0.523
H -4.071 0.204 -1.050
H -3.367 0.558 0.594
H -2.843 1.499 -0.847
H -3.404 -2.512 -1.133
H -1.862 -3.091 -0.462
H -3.020 -2.262 0.588
H 4.034 1.096 -0.458
H 3.419 -0.315 0.485
H 2.992 -0.133 -1.248
H 3.075 2.754 1.555
H 1.354 2.933 1.935
H 2.225 1.515 2.493
Cl -1.391 1.628 2.437
C -0.553 0.585 3.538
C -0.472 0.987 4.869
C 0.114 0.146 5.820
C 0.648 -1.076 5.407
C 0.617 -1.452 4.072
C -0.007 -0.637 3.100
C -0.186 -1.146 1.697
H -0.885 1.948 5.153
H 0.145 0.446 6.862
H 1.085 -1.756 6.136
H 1.032 -2.407 3.742
H -1.213 -1.547 1.586
H 0.524 -1.980 1.531
```

Values from the calculation:
Highest occupied orbital energy (spin up / spin down), eV: -3.85 / -7.33
Total charge: 0
⟨S²⟩: 6.124
2S+1: 5
Relative energy (zero: lowest compared OMol25 entry of this formula, charge and spin), kcal/mol: 18.34

---

# 7
DFT (wB97M-V/def2-TZVPD) results for C18H31CuF3O12S2 as an isolated structure.

XYZ file:
```
67
C18H31CuF3O12S2, DFT wB97M-V/def2-TZVPD
Cu -13.710 15.232 -33.232
C -12.217 19.047 -33.940
C -13.273 18.096 -34.537
O -14.336 18.546 -34.938
O -12.908 16.862 -34.485
H -11.985 18.773 -32.910
H -12.673 20.038 -33.955
H -11.312 18.998 -34.551
C -17.024 13.667 -33.595
C -16.916 15.116 -34.131
O -15.814 15.716 -33.948
O -17.954 15.730 -34.447
H -17.844 13.160 -34.121
H -17.306 13.583 -32.543
H -16.138 13.057 -33.791
C -14.986 17.108 -29.488
C -14.965 17.371 -30.997
O -14.215 16.614 -31.701
O -15.847 18.102 -31.448
H -15.050 18.047 -28.931
H -14.045 16.690 -29.117
H -15.856 16.499 -29.243
C -12.991 12.832 -35.440
O -14.366 12.622 -35.719
O -12.846 13.938 -34.721
C -12.446 11.508 -34.827
F -11.340 11.652 -34.058
F -13.409 10.903 -34.093
F -12.035 10.649 -35.781
C -14.870 13.461 -36.754
C -16.202 12.871 -37.138
H -16.882 13.182 -36.342
H -16.520 13.252 -38.112
H -16.207 11.784 -37.207
H -14.202 13.481 -37.631
H -14.874 14.503 -36.425
H -12.423 12.855 -36.393
C -16.218 10.979 -30.071
C -16.477 12.411 -29.608
C -15.118 13.052 -29.283
S -14.214 12.691 -30.848
O -12.832 12.356 -30.597
O -14.458 13.724 -31.811
C -15.204 11.202 -31.212
H -17.141 10.555 -30.460
H -15.780 10.376 -29.276
H -16.971 12.416 -28.627
H -17.193 12.925 -30.247
H -14.726 12.480 -28.445
H -15.146 14.129 -29.140
H -14.490 10.383 -31.305
H -15.677 11.299 -32.189
C -8.539 14.111 -33.776
C -9.375 14.954 -34.728
C -9.872 16.205 -33.998
S -10.352 15.556 -32.392
O -11.746 15.285 -32.426
O -9.725 16.412 -31.398
C -9.354 14.019 -32.452
H -7.627 14.685 -33.581
H -8.297 13.178 -34.282
H -10.263 14.361 -34.979
H -8.876 15.237 -35.656
H -10.670 16.783 -34.469
H -9.066 16.932 -33.867
H -10.087 13.213 -32.442
H -8.611 13.981 -31.663
```

Values from the calculation:
Highest occupied orbital energy (spin up / spin down), eV: -2.06 / -1.97
Total charge: -2
⟨S²⟩: 0.752
2S+1: 2

---

# 8
DFT (wB97M-V/def2-TZVPD) results for C18H31F5InN6O4Te as an isolated structure.

XYZ file:
```
66
C18H31F5InN6O4Te, DFT wB97M-V/def2-TZVPD
In 0.549 1.882 1.183
N -0.240 3.323 -0.331
C -0.526 4.638 0.262
C -1.358 4.445 1.528
N -0.790 3.411 2.408
C -0.022 3.853 3.583
C 1.465 4.002 3.271
N 1.986 2.751 2.689
H 0.464 3.369 -1.063
H -1.054 2.856 -0.727
H -1.059 5.290 -0.430
H 0.430 5.112 0.493
H -2.362 4.122 1.249
H -1.455 5.398 2.053
H -1.537 2.778 2.685
H -0.149 3.098 4.362
H -0.408 4.795 3.978
H 2.002 4.276 4.179
H 1.622 4.801 2.545
H 2.097 2.006 3.382
H 2.901 2.869 2.263
C 0.909 -5.528 -2.977
C 1.315 -4.161 -3.508
N 0.308 -3.130 -3.244
C -0.462 -2.618 -4.374
C -1.440 -3.640 -4.937
C 0.255 -2.626 -1.995
O 0.988 -2.991 -1.088
C -0.810 -1.612 -1.666
C -2.150 -1.941 -1.555
C -3.033 -0.989 -1.072
C -2.539 0.244 -0.687
N -1.245 0.580 -0.786
C -0.417 -0.337 -1.292
H 1.688 -6.258 -3.196
H -0.018 -5.871 -3.437
H 0.774 -5.488 -1.897
H 1.463 -4.192 -4.588
H 2.250 -3.844 -3.047
H 0.242 -2.304 -5.148
H -0.996 -1.725 -4.054
H -0.925 -4.538 -5.275
H -1.975 -3.222 -5.790
H -2.171 -3.932 -4.181
H -2.495 -2.930 -1.832
H -4.088 -1.201 -0.972
H -3.203 0.989 -0.268
H 0.622 -0.052 -1.389
F 4.621 1.469 -1.090
Te 3.372 0.426 -0.223
F 2.184 -0.706 0.646
F 4.615 -0.916 -0.142
F 4.035 1.003 1.424
F 2.836 -0.245 -1.858
O 2.106 1.758 -0.220
O -2.463 0.927 2.217
C -1.593 0.152 2.574
C -1.774 -1.109 3.392
C -0.348 -1.511 3.784
C 0.518 -0.422 3.186
O 1.668 -0.151 3.447
N -0.257 0.343 2.321
H -2.284 -1.850 2.775
H -2.419 -0.898 4.243
H -0.035 -2.462 3.356
H -0.184 -1.565 4.859
```

Values from the calculation:
Highest occupied orbital energy, eV: -11.42
Total charge: +1
Relative energy (zero: lowest compared OMol25 entry of this formula, charge and spin), kcal/mol: 14.77